(1)
27
Properties=species:S:1:pos:R:3 method="wB97M-V/def2-TZVPD" lumo_ha=-0.0029 energy_ha=-2295.82683 smiles="CC[C@@H](F)[SiH2]O[Si@](I)(C(F)(F)C(F)F)S(=O)(=O)F" orbital_gap_ev=10.8 charge=0 multiplicity=1
C 2.67508 -1.57332 -0.75067
C 2.52751 -0.08712 -1.05031
C 2.86936 0.75626 0.16684
F 3.36636 2.00583 -0.24168
Si 1.42386 1.11477 1.34292
O 0.08426 0.33344 0.70292
Si -1.48539 0.34010 1.02376
I -2.02457 0.61283 3.32559
C -2.25688 -1.32138 0.36583
F -3.24283 -1.73053 1.22099
F -1.25890 -2.25915 0.40179
C -2.86015 -1.30414 -1.03878
F -3.16086 -2.56612 -1.42443
F -1.91324 -0.81689 -1.88441
S -2.46500 2.12398 0.09691
O -1.67083 3.28377 0.30793
O -3.84746 2.04836 0.43758
F -2.40812 1.85708 -1.46200
H 3.72468 -1.84061 -0.63250
H 2.15653 -1.85891 0.16668
H 2.27153 -2.17319 -1.56233
H 3.21662 0.21226 -1.84151
H 1.52398 0.12836 -1.41447
H 3.67920 0.27516 0.72271
H 1.15498 2.55933 1.41625
H 1.68366 0.57142 2.69113
H -3.76337 -0.69159 -1.08673

(2)
18
Properties=species:S:1:pos:R:3 method="wB97M-V/def2-TZVPD" relative_energy_kj_mol=395.7 lumo_ha=0.0184 energy_ha=-476.29346 orbital_gap_ev=8.9 charge=0 multiplicity=1
C -0.58019 0.05629 -0.21476
C -1.31350 0.09828 -1.51767
C 0.54003 1.71077 1.61882
C 0.24950 1.55568 0.15738
C 0.45655 -1.50356 0.37487
N 0.71074 -2.50829 -0.52818
O 0.87709 -0.19150 -0.30874
O 0.33541 2.37340 -0.70224
O 0.33616 -1.64877 1.56387
H -1.11067 -0.02330 0.72708
H 1.06446 -2.24000 -1.43129
H 1.13141 -3.32574 -0.11476
H -1.32384 -0.88048 -1.99797
H -0.85939 0.81530 -2.20360
H -2.34009 0.41742 -1.33793
H 0.67133 0.74823 2.10546
H -0.29363 2.24432 2.07695
H 1.44861 2.30196 1.73271

(3)
11
Properties=species:S:1:pos:R:3 method="wB97M-V/def2-TZVPD" relative_energy_kj_mol=211.9 lumo_ha=0.0258 energy_ha=-371.68769 orbital_gap_ev=9.5 charge=0 multiplicity=1
C -0.19314 0.44236 1.17668
C 0.88853 0.65408 -0.50647
C -0.09677 -0.39320 0.00373
N -1.13820 -0.59679 -0.86410
F 2.21459 0.63795 -0.11725
F 0.51238 -1.63854 0.33697
H 0.35798 0.20746 2.02002
H -0.65512 1.37657 1.15053
H 0.63491 1.49793 -1.04084
H -0.67971 -0.96043 -1.63880
H -1.84544 -1.22740 -0.52048

(4)
13
Properties=species:S:1:pos:R:3 method="wB97M-V/def2-TZVPD" relative_energy_kj_mol=151.8 lumo_ha=0.0280 energy_ha=-323.72313 smiles="O=CNCCO" orbital_gap_ev=10.8 charge=0 multiplicity=1
O 0.16300 3.29917 0.16552
C 0.11738 2.11196 0.35809
N 0.43927 1.08302 -0.50055
C 0.41120 -0.24719 0.00327
C -0.77811 -1.18842 -0.12352
O -0.31564 -2.51091 0.12104
H -0.10560 1.77292 1.39485
H 0.52711 1.36487 -1.47190
H 1.28062 -0.72644 -0.47780
H 0.64169 -0.14067 1.10494
H -1.53725 -1.04570 0.73568
H -1.38374 -1.09297 -1.01817
H 0.54008 -2.67965 -0.29147

(5)
14
Properties=species:S:1:pos:R:3 method="wB97M-V/def2-TZVPD" relative_energy_kj_mol=252.1 lumo_ha=0.0241 energy_ha=-780.41931 orbital_gap_ev=10.0 charge=0 multiplicity=1
H 1.37516 2.40961 -0.02255
N 0.49969 1.92199 -0.08171
C 0.69514 0.61559 -0.27054
N 1.81682 -0.26347 -0.23542
C 1.07568 -1.55065 0.05049
N -0.16540 -1.59026 -0.26149
C -0.53538 -0.21985 -0.55714
C -1.77187 0.16634 0.47384
Cl -3.31720 -0.19285 -0.21811
H 2.79959 -0.13597 0.15152
H 1.62662 -2.34637 0.67938
H -0.93040 0.13151 -1.58765
H -1.51693 -0.27710 1.47600
H -1.65153 1.33146 0.40338

(6)
12
Properties=species:S:1:pos:R:3 method="wB97M-V/def2-TZVPD" relative_energy_kj_mol=12.7 lumo_ha=-0.0536 energy_ha=-745.82643 smiles=N#CC(C#N)C(I)(C#N)C#N orbital_gap_ev=9.8 charge=0 multiplicity=1
N 0.17482 2.02719 -2.09743
C 0.34115 1.44463 -1.16358
C 0.45577 0.84007 0.17474
C 1.66960 -0.02271 0.21132
N 2.54317 -0.75263 0.25401
C -0.70464 -0.14954 0.25485
I -2.48112 0.96215 0.64272
C -0.49444 -1.09086 1.38032
N -0.39811 -1.66458 2.37493
C -0.85288 -1.11913 -1.18124
N -0.71516 -1.86762 -1.98932
H 0.46186 1.39301 1.13867